Density functional theory data (ωB97M-V/def2-TZVPD) for an isolated molecule of C23H25FN2O6.

The geometry in XYZ format:
```
57
Properties=species:S:1:pos:R:3:forces:R:3:mulliken_charge:R:1
C 7.46132 1.95415 -0.39667 -0.4 -0.1 0.1 -1.26
C 6.20786 1.11022 -0.51899 0.3 -0.2 -0.4 -0.16
O 5.30538 1.48806 0.52935 0.2 0.3 0.2 -0.27
C 4.19932 0.77137 0.65209 -0.4 -0.1 0.2 0.73
O 3.91463 -0.17809 -0.03324 0.1 0.0 -0.1 -0.56
C 3.31457 1.28868 1.78082 -0.1 0.0 -0.2 -1.05
N 2.10911 0.50693 1.86926 0.5 0.0 0.3 -0.18
C 1.00283 0.89058 1.17197 -0.2 -0.4 0.3 -0.07
O 0.85407 2.00688 0.73824 0.0 0.3 -0.2 -0.63
C -0.01350 -0.24496 1.01215 0.1 0.3 -0.2 0.42
C -1.35920 0.29250 0.63684 -0.1 0.0 -0.2 -0.60
C -2.33535 0.56527 1.57377 -0.2 0.1 -0.2 -0.34
C -3.56722 1.11435 1.22238 0.1 0.0 0.1 0.10
O -4.40725 1.29128 2.27725 0.3 -0.2 -0.2 -0.49
C -5.62317 1.99369 2.14411 -0.5 0.2 0.1 -0.78
C -3.81915 1.40884 -0.13344 -0.1 0.0 0.0 1.34
O -5.03598 1.94461 -0.47476 0.2 -0.2 0.4 -0.50
C -5.24730 2.32043 -1.81424 -0.1 0.1 -0.2 -0.93
C -2.82973 1.13699 -1.06450 0.1 0.0 0.0 -0.30
C -1.61034 0.58089 -0.69855 -0.3 0.1 0.3 -0.79
C -0.60056 0.32865 -1.75367 0.0 0.0 0.0 0.90
O -0.69445 0.79703 -2.87642 -0.2 0.1 -0.1 -0.75
N 0.43167 -0.47821 -1.39139 0.2 0.0 0.1 0.08
C 1.46417 -0.79918 -2.34809 0.1 0.1 -0.3 -0.97
C 0.49524 -1.16104 -0.12331 -0.1 -0.2 0.4 -0.79
C -0.28614 -2.45991 -0.10868 0.2 -0.1 0.2 -0.01
C -1.29145 -2.75827 -1.01643 0.1 -0.1 0.1 -0.20
C -1.98317 -3.95547 -0.93867 -0.1 0.0 -0.1 -0.96
C -1.68262 -4.87739 0.04866 0.0 0.0 0.0 -0.39
C -0.68301 -4.60447 0.96707 0.2 0.1 0.1 -0.87
C -0.00802 -3.40517 0.87139 -0.3 -0.1 -0.2 0.48
F 0.96998 -3.13464 1.77460 0.0 0.0 0.0 -0.35
H 8.15690 1.68872 -1.18721 0.1 0.0 -0.1 0.39
H 7.93559 1.78555 0.56626 0.1 0.0 0.1 0.32
H 7.21113 3.00785 -0.48124 0.0 0.1 0.0 0.32
H 6.43021 0.04175 -0.42328 -0.1 0.2 0.0 0.29
H 5.71039 1.27160 -1.48137 0.0 -0.1 0.1 0.29
H 3.86771 1.26992 2.72290 0.0 0.1 -0.1 0.38
H 3.02588 2.31934 1.55411 0.1 -0.1 0.1 0.39
H 2.23118 -0.47597 2.06620 -0.1 0.1 -0.1 0.34
H -0.06381 -0.80650 1.94840 0.0 0.0 -0.1 0.92
H -2.16849 0.36271 2.62053 0.0 0.0 0.2 0.51
H -6.02884 2.04854 3.15449 0.0 0.0 -0.1 0.29
H -6.32704 1.46777 1.49643 0.1 0.1 0.1 0.25
H -5.46491 3.00361 1.76080 0.0 -0.1 0.0 0.30
H -5.22537 1.45525 -2.48419 0.0 0.0 0.0 0.33
H -6.24087 2.76658 -1.83520 0.1 0.0 -0.1 0.25
H -4.51022 3.05708 -2.14694 0.0 0.0 0.0 0.36
H -2.96950 1.35162 -2.11172 -0.1 0.0 -0.1 0.60
H 1.41080 -1.85297 -2.63611 0.0 0.0 0.0 0.28
H 1.30657 -0.17626 -3.22616 0.1 -0.1 0.0 0.44
H 2.44568 -0.59390 -1.91759 0.0 0.0 0.0 0.17
H 1.55252 -1.39893 0.05574 -0.2 0.1 0.0 0.96
H -1.53100 -2.04793 -1.79247 0.0 0.1 -0.1 0.46
H -2.76170 -4.16767 -1.65514 -0.1 0.0 -0.1 0.43
H -2.22236 -5.80984 0.10693 0.0 -0.1 0.0 0.39
H -0.42299 -5.30254 1.74694 0.0 -0.1 0.1 0.47
```
Positions in Å, forces in eV/Å.

Properties
**SMILES**: CCOC(=O)CNC(=O)[C@H]1c2cc(OC)c(OC)cc2C(=O)N(C)[C@@H]1c1ccccc1F
**Charge**: 0
**E_HOMO**: -0.29406 Eh
**Orbital gap**: 8.69 eV
**Multiplicity**: 1

Density functional theory data (ωB97M-V/def2-TZVPD) for a cluster of 2 separate species, C3H11N in total in a non-equilibrium geometry.

The geometry in XYZ format:
```
15
Properties=species:S:1:pos:R:3:forces:R:3:mulliken_charge:R:1
C -0.04824 0.33962 -0.01595 0.6 -0.3 0.7 -0.77
N -1.26487 0.24659 0.78585 -0.3 1.1 -0.4 -0.42
C -2.39463 0.83943 0.01690 0.6 -0.9 0.6 -0.77
H 0.12029 1.26244 -0.58106 -0.7 0.1 -0.4 0.30
H 0.83143 0.39769 0.64486 -0.3 -0.8 -0.1 0.21
H -0.03985 -0.53915 -0.67565 0.5 0.4 0.0 0.25
H -1.12723 0.73221 1.66586 -0.1 0.1 -0.2 0.25
H -2.03569 1.65271 -0.62583 -0.5 0.2 0.3 0.27
H -3.23898 1.07149 0.66523 0.2 0.5 0.1 0.33
H -2.77255 0.05211 -0.61506 -0.1 -0.2 -0.6 0.27
C 3.19818 -1.32286 -0.61965 -0.2 0.1 0.7 -0.56
H 2.85303 -1.88076 -1.48600 0.3 0.3 -0.3 0.25
H 3.43913 -2.04548 0.14946 0.4 -0.2 0.1 0.28
H 2.37703 -0.75724 -0.20548 -0.3 0.1 -0.1 -0.15
H 4.01526 -0.60896 -0.74457 0.0 -0.4 -0.5 0.26
```
Positions in Å, forces in eV/Å.

Properties
**SMILES**: CNC.C
**Relative energy (zero: lowest compared OMol25 entry of this formula, charge and spin)**: 82.1 kJ/mol
**Charge**: 0
**E_HOMO**: -0.32875 Eh
**Orbital gap**: 10.06 eV
**Multiplicity**: 1

Density functional theory data (ωB97M-V/def2-TZVPD) for an isolated molecule of C3H5N3S2 in a non-equilibrium geometry.

The geometry in XYZ format:
```
13
Properties=species:S:1:pos:R:3:forces:R:3:mulliken_charge:R:1
H 4.05186 0.30718 0.24988 -1.7 -0.2 0.9 0.24
N 3.23376 0.17675 0.92331 -1.3 -0.6 -3.0 -0.68
C 2.05010 0.01455 0.32814 3.7 2.7 -0.4 0.59
N 1.00545 -0.31815 1.05220 -3.5 0.2 0.1 -0.42
S -0.46031 0.59360 1.31239 0.6 -1.1 -3.3 -0.03
C -0.97703 -0.03115 -0.39028 -4.1 1.3 0.9 0.47
C -2.59566 -0.01119 -0.65055 2.5 0.3 0.8 -0.92
N -0.21350 -0.40292 -1.31033 1.2 1.4 0.3 -0.39
S 1.35383 0.41529 -1.25828 1.0 -0.7 -0.9 -0.09
H 1.27344 -0.57876 1.89969 1.6 -1.8 4.7 0.30
H -2.73448 -0.16422 -1.71007 0.0 0.4 -0.3 0.29
H -3.09050 0.93587 -0.24573 0.8 -1.5 -0.5 0.33
H -2.89696 -0.93683 -0.20036 -0.8 -0.2 0.7 0.30
```
Positions in Å, forces in eV/Å.

Properties
**SMILES**: [H]/N=C1/NSC(C)=NS1
**Relative energy (zero: lowest compared OMol25 entry of this formula, charge and spin)**: 265.6 kJ/mol
**Charge**: 0
**E_HOMO**: -0.33243 Eh
**Orbital gap**: 9.09 eV
**Multiplicity**: 1

Density functional theory data (ωB97M-V/def2-TZVPD) for a structure of composition C2H4BrI in a non-equilibrium geometry.

The geometry in XYZ format:
```
8
Properties=species:S:1:pos:R:3:forces:R:3:mulliken_charge:R:1
C -0.52584 1.39575 0.47953 -2.9 -0.5 2.1 -0.75
C -4.45987 0.39837 -0.85866 -0.2 0.4 0.4 -0.15
Br -3.66727 2.10540 -0.73110 -0.4 -0.3 -0.4 -0.03
I -3.77856 -0.72099 -2.44443 0.2 0.1 -0.2 0.15
H -0.80262 2.38479 0.75957 1.0 1.1 0.5 0.32
H 0.19627 1.21802 -0.21034 2.4 -0.1 -1.7 0.29
H -1.45986 1.18190 0.02604 -0.7 -0.9 -0.8 -0.10
H -0.53050 0.72473 1.33923 0.6 0.2 0.1 0.27
```
Positions in Å, forces in eV/Å.

Properties
**Relative energy (zero: lowest compared OMol25 entry of this formula, charge and spin)**: 385.5 kJ/mol
**Charge**: 0
**E_HOMO**: -0.33403 Eh
**Orbital gap**: 7.61 eV
**Multiplicity**: 1

Density functional theory data (ωB97M-V/def2-TZVPD) for a cluster of 2 separate species, C29H54O9P2S2 in total in a non-equilibrium geometry.

The geometry in XYZ format:
```
96
Properties=species:S:1:pos:R:3:forces:R:3:mulliken_charge:R:1
C -1.37991 -1.70470 2.96309 0.2 -0.2 -0.9 -0.97
C -2.18476 -1.30598 1.67570 0.2 -0.3 1.0 0.56
S -1.00366 -1.33646 0.28844 -0.2 0.0 -0.5 -0.19
C -1.39439 0.15567 -0.73592 -0.8 0.0 0.7 0.22
C -0.14898 0.67575 -1.49006 0.0 -0.5 -0.6 1.17
C 0.32123 -0.30278 -2.63104 -0.2 -0.5 0.5 -1.57
C -0.72130 -1.34792 -3.11930 -0.3 0.3 -0.5 -1.02
C -1.90052 -0.84513 -3.99694 0.2 -1.5 -1.3 1.09
C -2.88034 -2.05402 -4.23527 0.8 0.9 -0.1 -1.64
C -1.32679 -0.51198 -5.40998 0.0 1.1 0.6 -1.48
O 0.97444 0.61893 -0.52867 -1.0 1.5 0.5 -0.31
S 0.84285 1.63895 0.71162 3.6 0.1 3.5 1.51
O 0.48121 0.98263 1.96124 -1.9 0.2 -1.7 -0.73
O 2.17145 2.19526 0.91278 -0.7 -0.1 -1.5 -0.85
C -0.25873 3.07288 0.42959 -0.9 1.4 -0.6 0.73
C -1.30857 3.14116 1.59230 0.9 0.1 -0.2 -1.01
C -2.36468 4.26008 1.39794 -0.4 -0.3 0.6 -0.95
C -3.82764 3.81723 1.49991 -1.3 0.4 -0.1 0.34
C -4.82511 4.81397 1.26643 -0.5 -0.7 0.2 -0.64
C -6.19957 4.51954 1.37192 0.5 -0.7 0.3 -0.70
C -6.61969 3.21910 1.73157 0.5 -0.6 0.0 -0.34
C -5.67127 2.20411 1.94828 0.9 1.5 -0.3 -0.81
C -4.29009 2.53350 1.83481 -0.4 -0.2 0.0 0.14
C 0.60190 4.36695 0.58682 -0.1 0.4 0.0 -1.23
O 1.44745 4.56989 -0.55081 0.1 -0.7 0.3 -0.12
O 1.33017 5.92477 -0.95387 -0.1 0.6 0.0 -0.49
C -0.91121 3.15529 -0.99559 0.1 -1.9 1.0 -2.15
C -0.21265 2.16802 -1.97195 0.2 1.7 -0.3 -0.86
P -0.96590 2.44037 -3.66911 -0.9 -1.9 -0.6 0.66
C 0.42979 2.82108 -4.84772 -0.5 0.6 0.6 -1.31
C -2.22266 3.80464 -3.64008 0.9 1.2 0.6 -1.29
H -0.56034 -2.35981 2.60972 -0.2 0.3 0.4 0.19
H -0.92330 -0.83345 3.44941 -0.2 -0.3 -0.1 0.22
H -1.97988 -2.31113 3.65658 0.0 0.4 -0.1 0.42
H -2.65270 -0.31615 1.78310 0.1 -0.3 -0.2 -0.61
H -2.96230 -2.07667 1.55670 0.1 0.5 -0.4 0.54
H -1.78501 0.88944 -0.00327 0.4 -0.1 -0.4 -0.57
H -2.25278 -0.05459 -1.39577 0.6 0.1 0.0 0.47
H 1.16735 -0.89298 -2.23029 -0.4 0.4 0.1 0.29
H 0.75678 0.25385 -3.47874 -0.4 -0.1 0.3 0.47
H -0.16465 -2.05363 -3.76926 -0.2 0.2 0.3 0.62
H -1.14958 -1.96536 -2.31360 0.5 0.4 0.1 0.39
H -2.47294 -0.01375 -3.57200 0.4 0.0 -0.1 0.13
H -2.24433 -2.93316 -4.43149 -0.5 0.0 0.3 0.34
H -3.54436 -2.18256 -3.36958 0.1 -0.3 -0.4 0.35
H -3.44189 -1.87211 -5.16838 -0.1 -0.1 0.6 0.43
H -2.03383 0.11513 -5.98300 0.2 -0.5 0.1 0.37
H -0.41524 0.10390 -5.31031 -0.3 -0.3 -0.1 0.23
H -1.05559 -1.42228 -5.96653 -0.3 0.2 0.2 0.43
H -1.71749 2.13806 1.75892 0.0 0.4 -0.1 0.11
H -0.71892 3.37548 2.49653 -0.3 -0.3 -0.2 0.66
H -2.20549 4.99286 2.21131 -0.1 -0.2 -0.4 0.60
H -2.25851 4.83378 0.46359 0.1 -0.4 0.2 0.41
H -4.54095 5.83931 1.01624 0.1 -0.3 0.0 0.39
H -6.97096 5.27590 1.20708 0.4 -0.1 0.0 0.37
H -7.67388 2.95329 1.85523 0.3 0.4 -0.2 0.35
H -5.93591 1.18473 2.23049 -0.1 0.4 -0.1 0.42
H -3.58695 1.72451 2.04434 -0.1 0.3 -0.1 0.16
H 1.15986 4.39528 1.53451 0.1 -0.3 -0.4 0.57
H -0.07452 5.24224 0.59925 0.0 -0.6 0.0 0.56
H 1.01268 5.85569 -1.86626 0.0 -0.2 0.1 0.33
H -1.96028 2.81731 -0.88419 0.3 0.5 -0.2 0.47
H -0.88569 4.20044 -1.31921 0.0 -0.4 -0.1 0.78
H 0.83946 2.51377 -2.04633 -0.4 -0.4 0.1 0.93
H 0.17600 2.36227 -5.81294 0.1 0.2 0.3 0.39
H 0.54387 3.91050 -4.96562 0.3 -0.4 -0.1 0.43
H 1.34817 2.35558 -4.45576 -0.3 0.3 -0.2 0.36
H -2.56725 4.00642 -4.66530 0.1 -0.4 0.3 0.43
H -1.84683 4.77410 -3.24705 -0.1 -0.3 -0.2 0.35
H -3.07661 3.54025 -2.99612 0.3 -0.2 -0.4 0.31
C 4.19408 -6.66104 4.24085 0.1 0.0 -0.1 -0.91
C 3.81370 -5.20331 4.42696 -0.2 -0.2 0.4 -0.32
O 4.44755 -4.34854 3.48517 0.1 -0.8 -0.9 -0.39
P 3.90573 -4.26008 1.92054 1.8 5.9 3.9 1.14
O 2.41765 -4.20919 2.13470 0.7 -2.9 -2.1 -0.80
O 4.20958 -2.68879 1.58358 0.0 -0.9 -0.8 -0.39
C 3.15232 -1.78747 1.23299 -0.3 0.3 0.2 -0.26
C 2.63420 -1.05265 2.45024 0.0 0.0 0.1 -0.35
O 5.38142 -4.59335 1.24180 -2.1 -1.1 -0.4 -0.38
C 6.40351 -5.41587 1.78148 0.5 -0.8 -0.1 -0.11
C 6.30430 -6.84094 1.26874 0.0 0.0 -0.2 -1.12
H 3.90834 -7.01380 3.24602 -0.1 0.0 0.1 0.17
H 3.69306 -7.28574 4.98251 0.0 0.0 0.0 0.41
H 5.27019 -6.80479 4.34951 0.0 0.0 0.0 0.25
H 2.72876 -5.09030 4.39593 0.0 0.1 -0.2 0.27
H 4.13811 -4.87164 5.41547 0.1 0.1 -0.1 0.35
H 2.35135 -2.31223 0.71120 0.0 -0.1 0.1 0.25
H 3.57028 -1.06585 0.52694 0.2 -0.1 0.0 0.33
H 2.35214 -1.74091 3.25041 -0.1 -0.1 -0.2 0.29
H 1.76277 -0.44572 2.18812 0.4 -0.4 0.2 -0.08
H 3.40715 -0.39734 2.85721 0.0 0.0 -0.1 0.26
H 6.44618 -5.37989 2.86670 -0.4 0.1 0.1 0.23
H 7.34589 -4.98421 1.43497 -0.2 0.2 -0.1 0.36
H 5.31322 -7.25935 1.45136 0.0 0.0 0.1 0.27
H 7.05214 -7.47509 1.74795 0.0 0.0 0.0 0.35
H 6.46907 -6.86917 0.19054 0.0 0.0 0.0 0.34
```
Positions in Å, forces in eV/Å.

Properties
**SMILES**: CCSC[C@]1(CCC(C)C)OS(=O)(=O)[C@@](CCc2ccccc2)(COO)C[C@@H]1P(C)C.CCOP(=O)(OCC)OCC
**Relative energy (zero: lowest compared OMol25 entry of this formula, charge and spin)**: 0.0 kJ/mol
**Charge**: 0
**E_HOMO**: -0.29344 Eh
**Orbital gap**: 8.22 eV
**Multiplicity**: 1

Density functional theory data (ωB97M-V/def2-TZVPD) for an isolated molecule of C5H6O2 in a non-equilibrium geometry.

The geometry in XYZ format:
```
13
Properties=species:S:1:pos:R:3:forces:R:3:mulliken_charge:R:1
C -0.67841 0.75239 -0.71268 -0.8 -0.2 1.3 -0.60
C 0.79196 0.65526 -0.34371 1.5 2.1 0.4 -0.14
C -0.41368 -0.73953 -0.69810 -0.2 -1.1 -1.9 -0.19
C -0.31320 -0.94175 0.81134 -0.8 -1.2 0.1 -0.38
C 0.64834 0.03904 1.05161 1.7 2.7 -0.3 -0.30
H -0.83919 1.18248 -1.65280 -0.3 0.5 -1.4 0.33
H -1.43310 1.06281 0.04363 0.6 0.2 -0.5 0.24
H 1.45165 1.51570 -0.57878 -0.1 -0.6 0.5 0.51
H -0.88652 -1.40733 -1.41011 -0.3 -0.3 0.4 0.49
H -1.06377 -1.08023 1.54683 -1.1 -0.5 -0.1 0.43
H 0.77023 0.71124 1.82521 -0.2 1.0 2.0 0.54
O 0.98802 -0.47186 -1.13959 -1.3 -1.1 -0.3 -0.47
O 0.97768 -1.27822 1.25715 1.3 -1.4 -0.3 -0.47
```
Positions in Å, forces in eV/Å.

Properties
**Relative energy (zero: lowest compared OMol25 entry of this formula, charge and spin)**: 371.7 kJ/mol
**Charge**: 0
**E_HOMO**: -0.35713 Eh
**Orbital gap**: 10.73 eV
**Multiplicity**: 1